Record 1
160
Properties=species:S:1:pos:R:3 method="wB97M-V/def2-TZVPD" energy_ha=-4506.070773 homo_lumo_gap_ev=10.1 e_above_lowest_ev=0.3439 largest_force_ev_per_a=4.3
N 1.38 -1.05 5.12
N -0.12 0.56 0.88
N -1.75 -3.49 -3.72
N -0.63 3.94 5.12
H 4.11 -2.46 -1.18
H -3.95 -1.93 -5.04
H 4.19 1.49 0.62
N -1.57 3.48 -0.51
O -0.84 -4.05 -0.02
N -5.71 -1.09 1.42
C -4.44 1.43 -4.29
H 6.34 0.90 -1.26
C -1.79 -2.17 -3.39
C -4.56 -2.04 5.10
N -1.32 2.69 -4.04
H 2.37 2.64 4.38
H 0.38 5.63 0.65
N -0.73 -1.01 5.95
C 1.22 7.04 2.85
N 5.67 1.67 -1.21
C 4.60 1.74 -2.13
O -5.18 1.06 -0.59
H -0.28 2.04 2.61
H 2.74 -6.30 3.01
H 4.85 1.08 -4.75
H 0.55 4.49 -0.66
O -1.82 4.55 1.50
N 4.94 -2.27 -1.76
N -3.85 -2.95 4.29
H 0.89 -5.92 -2.57
H -4.07 3.61 0.89
H 3.88 -4.04 -2.78
N -1.32 -3.68 2.14
H -2.02 -3.67 -4.72
N -5.72 -2.52 5.49
O -2.14 -1.26 -4.12
N 0.28 1.02 -3.88
H -3.80 -0.21 -3.41
N -3.81 1.03 -5.44
H -0.96 -3.10 2.99
C -1.14 4.28 0.48
H 6.98 -1.72 0.60
H -3.82 -0.56 -0.45
C 0.07 -1.08 4.90
H 2.27 -4.75 2.24
H 0.25 0.54 -0.08
H -3.17 -2.39 3.74
C -4.44 -3.72 -5.87
O 3.95 0.73 -2.50
O 3.58 3.11 -6.80
C 4.19 -5.58 1.80
O 0.51 2.98 -2.75
O -2.19 0.70 -0.19
H -2.25 2.75 -0.37
H 3.09 -0.03 -0.94
H 5.27 1.66 -6.27
N -4.98 3.20 -1.46
N 6.15 -1.92 0.13
N 3.63 1.03 1.38
H -4.90 0.70 -2.42
H 1.89 -0.61 5.82
H -5.50 -5.27 -6.81
N 4.46 2.46 5.64
H -6.33 -4.46 -5.61
C 2.94 -0.14 1.14
N -4.40 2.73 0.69
H 5.50 -2.58 0.51
H 4.27 1.06 2.22
H -0.40 0.26 -3.93
N -3.81 -1.49 -0.04
H -5.67 -0.15 1.01
H 3.48 3.06 -3.04
N -0.11 7.22 2.41
H -1.23 -2.61 -1.43
O -4.16 -0.95 5.45
N 3.10 3.03 3.80
H -1.44 -0.95 -1.73
H -4.36 3.98 -1.33
H 2.26 -1.32 -0.22
H -1.68 -0.98 5.73
H 0.80 5.05 3.22
C -0.26 2.73 4.51
O -4.46 -3.03 1.52
N 0.85 -5.01 -2.20
N 2.70 -0.43 -0.13
C 3.48 2.34 -5.86
H -3.97 2.10 1.38
H -5.86 -3.53 5.51
H -1.30 4.53 4.62
H 0.85 -2.14 1.87
N 0.11 4.81 0.21
H 3.87 3.07 6.17
N 4.20 3.02 -2.39
H 2.52 1.49 -4.37
N -2.20 0.17 1.92
H -0.44 -0.43 6.74
N -0.66 2.71 3.23
O 5.22 2.20 3.43
N -4.67 -2.66 -5.01
H 2.35 5.47 3.42
N 0.69 -2.83 1.19
H -3.09 -0.24 1.70
H -1.65 -0.06 2.75
H -1.51 3.68 -3.94
N -5.58 -4.39 -6.31
H -1.86 2.05 -4.58
N 1.50 5.69 2.93
O 4.67 -4.71 1.03
H 1.88 -1.19 4.22
C -0.51 -3.54 1.07
H -0.83 3.93 6.11
N 4.54 1.39 -5.66
H 0.29 -4.73 -1.39
O 2.49 -0.83 2.11
N -4.47 0.51 -3.33
H 5.33 2.36 6.06
H 1.09 0.80 -3.32
H -6.22 -1.99 6.22
H -1.01 3.54 2.74
H -5.57 -2.34 -4.73
C -0.17 2.29 -3.46
N 3.06 -4.66 -2.90
C 4.34 2.60 4.24
H -2.28 -4.04 2.02
C 1.98 -4.16 -2.25
O -4.96 2.53 -4.17
H -5.78 -1.33 2.41
H 4.81 -1.71 -2.64
O -3.28 -4.03 -6.10
H 1.70 2.84 -5.23
H 2.98 2.78 2.81
H -1.00 3.37 -1.29
H -4.07 1.60 -6.22
C -4.67 -1.94 0.97
H -1.38 -4.28 -3.22
O 6.84 -0.97 -1.80
H -4.41 -3.57 3.70
H 1.13 -2.70 0.32
N 2.95 -5.44 2.49
H 5.76 -6.77 1.47
O 1.97 7.96 3.02
N 2.54 2.39 -4.85
O -0.44 -1.30 3.80
H -5.07 3.00 -2.46
H 0.40 0.06 1.51
H -0.42 8.14 2.21
C 6.03 -1.66 -1.23
C -4.82 2.21 -0.50
O 0.36 1.84 5.08
H -3.32 -2.18 -0.55
N 4.89 -6.75 2.01
H -3.57 0.05 -5.60
C -1.51 0.46 0.81
H -0.79 6.53 2.26
H 6.12 2.55 -1.02
N -1.48 -1.90 -2.08
H 3.03 -5.52 -3.44
H 4.85 3.76 -2.47
O 1.99 -3.09 -1.65
H 4.51 -7.59 2.39

Record 2
78
Properties=species:S:1:pos:R:3 method="wB97M-V/def2-TZVPD" energy_ha=-23242.157881 smiles="CCOCC1=C(S)C(=O)C(N=C=S)=C(P(O)Br)C1=O.ClC(Cl)(Cl)Cl.ClC(Cl)(Cl)Cl.ClC(Cl)(Cl)Cl.ClC(Cl)(Cl)Cl.ClC(Cl)(Cl)Cl.ClC(Cl)(Cl)Cl.ClC(Cl)(Cl)Cl.ClC(Cl)(Cl)Cl.ClC(Cl)(Cl)Cl.ClC(Cl)(Cl)Cl" homo_lumo_gap_ev=7.1 e_above_lowest_ev=8.2443 largest_force_ev_per_a=8.5
H -4.13 -5.70 -6.86
Cl 3.29 -3.22 8.89
Cl 1.46 6.76 3.36
Cl 6.29 7.00 7.08
C 2.39 5.37 2.76
O -2.19 -1.11 1.23
Cl -4.33 4.30 -8.10
C 1.29 -2.85 5.30
C -1.54 0.49 -3.76
Cl 1.26 -1.84 -14.09
N -3.43 1.00 -1.80
S -2.64 2.26 0.90
Cl -1.14 -2.03 -9.95
Cl 3.77 5.77 7.88
Cl -3.71 6.05 0.78
P -2.90 -1.92 -0.18
Cl 3.03 -2.78 -16.19
Cl -0.68 -4.79 -9.15
C -0.89 -2.09 -4.25
Cl 3.23 5.82 1.26
C 0.08 -3.19 -9.36
Br -2.36 -4.14 0.14
Cl 1.28 4.01 2.43
Cl 5.88 -1.90 9.04
C 5.46 5.45 7.41
Cl 0.42 -0.29 13.29
C -2.96 1.67 -0.69
H -2.10 0.64 -6.84
H -3.06 -3.81 -4.60
Cl 3.59 -0.77 10.44
Cl -2.06 5.28 3.05
Cl 0.88 -1.89 3.86
H 0.55 -3.47 -5.48
Cl -2.48 -0.39 13.51
Cl 3.05 -3.11 5.36
C 4.12 -1.64 8.98
Cl 3.58 4.87 3.99
H -3.52 -6.14 -5.10
Cl 3.38 -3.72 -13.46
H -1.21 -0.93 1.06
C 3.45 3.17 11.60
H -3.57 -3.39 -6.46
Cl 1.08 -4.59 -15.01
Cl 1.41 -3.31 -10.55
O -1.49 -3.75 -6.19
Cl 6.30 4.61 8.74
Cl -0.82 6.15 0.57
C -0.57 -3.46 -5.08
C -3.22 -5.61 -6.10
C -2.03 -1.28 -1.81
H -0.61 -4.36 -4.30
Cl 5.02 3.47 12.39
C -2.39 0.07 -2.38
Cl -3.60 1.62 -8.98
Cl -6.35 2.20 -8.21
C -2.86 -4.02 -5.74
H -2.32 -6.18 -6.60
Cl 3.71 -0.67 7.54
Cl 0.76 -1.99 6.77
C -4.63 2.56 -7.87
C -1.20 -0.75 -4.82
Cl -0.98 1.63 14.97
C -0.97 -0.05 14.38
Cl 0.73 -2.63 -7.80
Cl -0.82 -1.16 15.77
C -0.87 -2.19 -2.58
Cl -4.26 2.10 -6.19
O 0.03 -2.91 -1.89
Cl 3.72 2.58 9.94
Cl 2.55 1.94 12.53
C -2.20 6.39 1.66
O -1.15 1.75 -4.02
Cl 2.51 4.68 11.54
S -1.21 -0.47 -6.67
Cl 0.46 -4.43 5.21
Cl -2.21 8.07 2.24
Cl 5.49 4.43 5.95
C 2.18 -3.23 -14.69

Record 3
178
Properties=species:S:1:pos:R:3 method="wB97M-V/def2-TZVPD" energy_ha=-4372.276367 homo_lumo_gap_ev=8.8 largest_force_ev_per_a=1.6
C -2.00 1.98 -1.68
O -1.63 6.91 -6.11
C -2.24 -0.50 -2.19
H -5.43 -8.48 2.75
H 4.49 -7.46 8.59
H 4.03 3.93 8.07
O 0.05 3.45 0.37
C -1.10 8.99 -1.70
H 1.56 0.09 5.07
H -2.17 10.54 -4.55
H -2.69 10.96 -5.92
H -3.38 8.01 -4.97
O 0.43 1.99 -4.54
H -2.08 9.26 -2.09
C 0.23 -7.13 -1.56
H 4.59 -5.72 2.72
H -0.26 10.71 0.22
C -0.24 -5.84 -1.34
H -0.41 -1.56 -2.45
O -4.49 -8.69 2.77
H -1.13 -5.49 -1.84
H -6.37 5.26 2.69
O 7.87 -11.09 -0.91
H -0.43 0.54 -1.72
N -1.14 8.82 -0.25
H -1.66 -7.71 3.64
H -0.54 6.25 -0.87
H 0.54 4.99 2.54
H 4.10 3.00 1.36
H 0.00 -3.76 2.38
O 4.67 -6.54 2.22
H -5.42 -8.17 4.98
O 4.39 3.79 7.19
H -5.31 -0.43 -4.86
H -2.17 -3.61 -1.32
H 0.94 0.14 -4.97
H 7.43 -11.94 -1.02
H 2.38 -9.76 1.72
H 0.84 -11.66 7.53
H 1.38 -1.14 -0.26
O 3.39 -5.24 -2.93
H 2.11 2.61 3.59
C -0.80 6.39 -1.91
H 5.08 -5.24 0.55
H 3.67 -10.09 0.97
C -2.43 4.42 -1.79
C -1.60 3.29 -2.41
H -5.39 2.87 0.53
H -2.01 10.70 -0.07
H 0.27 -8.11 4.76
H 3.94 -5.94 -3.31
H -5.57 6.20 4.88
O -5.01 3.50 -0.09
H 3.92 6.93 -0.59
C 1.45 -2.17 -0.59
H -1.98 6.01 -6.09
H -2.00 13.35 -3.70
H -4.96 12.58 -7.10
O -0.96 9.97 -6.85
O 1.47 4.76 2.63
C 1.37 -7.59 -0.92
H 6.52 -9.37 1.35
H -1.78 -2.40 -3.12
H 3.66 1.65 1.92
H -4.72 7.78 -4.30
O -0.73 -11.99 5.15
H -0.88 7.85 -3.48
C -1.19 10.15 0.39
H 2.13 -0.33 6.41
H -0.10 -11.54 4.57
O 5.07 -4.29 0.39
H 1.03 -10.51 6.56
H -0.97 6.91 -5.40
H -2.88 6.49 -1.95
O 4.34 -6.69 5.18
H 0.76 2.89 -4.53
O 1.32 -0.38 5.88
O 6.43 -5.90 -2.10
H -5.71 6.57 2.31
H 5.26 -6.93 5.34
O -3.32 -4.53 -3.06
O -2.52 12.95 -3.00
H -4.07 -7.90 2.40
H -1.33 -2.65 2.00
H 2.96 -7.10 0.48
H 5.94 -8.89 0.02
C 1.58 -5.49 0.20
H -2.20 5.89 -3.43
H 3.77 0.88 4.70
H 0.32 -2.08 2.05
H -3.47 4.20 -2.04
H -0.96 9.03 -6.62
O 3.86 -7.45 7.87
H 0.28 3.92 -0.43
O -5.79 5.66 2.03
H -4.05 -5.03 -2.69
H 2.12 -4.85 0.89
H -5.14 4.36 0.34
H 7.23 -10.56 -0.42
H 5.84 6.17 0.19
H -2.36 4.36 -0.71
O 0.87 -0.77 -5.29
C -1.34 0.74 -2.29
H 5.53 -5.58 -2.21
H 2.90 -5.69 -2.23
H -4.70 0.92 -5.20
C -1.63 -2.72 -1.00
O 5.72 -9.39 0.81
C -0.30 -2.92 1.75
H 3.96 -6.58 6.06
O 6.62 6.59 0.56
H 1.56 -2.23 -1.68
O -4.13 12.94 -6.78
H -0.30 -7.78 -2.25
H -6.90 6.56 5.53
H -3.74 -3.90 -3.65
H -2.83 -0.42 -1.27
H -0.43 9.84 -1.94
C 0.44 -5.01 -0.46
H -1.00 -8.73 1.62
O -3.79 7.54 -4.24
C 2.06 -6.78 -0.02
H 0.03 -7.65 1.31
O 1.85 6.51 -4.09
H 3.33 5.87 -1.51
O -6.13 -7.53 4.87
H -1.66 2.09 -0.65
O 0.29 5.71 -2.65
H 3.48 -8.34 7.85
H -3.09 1.92 -1.70
O 4.23 0.90 5.54
H -5.23 -0.46 -1.93
H 6.98 -5.17 -2.40
O 2.73 -9.88 0.83
H -5.88 -6.78 5.42
C 1.11 6.64 -3.17
O -0.02 -8.63 5.52
O 3.61 6.01 -0.60
O -2.33 -7.14 4.04
H 4.28 -7.20 2.80
H -1.86 3.13 -3.46
H 0.31 -1.21 -4.64
H -2.93 -7.76 4.48
H -0.54 3.44 -2.27
H 0.05 1.88 -5.42
H 1.77 -8.58 -1.09
H 0.83 3.53 0.93
H 5.32 3.58 7.34
O -2.96 10.50 -5.10
H -1.08 0.90 -3.34
O -5.46 -1.21 -2.49
O 3.42 2.59 1.90
C -2.13 5.81 -2.35
H 3.92 1.72 5.95
H -2.91 -0.47 -3.05
H -1.37 10.06 1.45
H -4.77 -1.85 -2.31
O 1.63 1.85 3.97
H -0.97 -8.45 5.57
H -4.24 12.96 -5.82
H -2.31 -2.21 -0.32
Si -0.04 -3.21 -0.10
H 0.70 2.10 3.88
H -0.44 -12.91 5.14
O -4.76 0.02 -5.52
O 1.53 -11.13 7.10
O -0.46 -8.05 2.04
H -0.05 10.25 -6.68
C -0.56 7.80 -2.44
O -6.49 6.39 4.68
H 2.34 -2.68 -0.19
H -0.26 8.40 0.03
C -1.44 -1.83 -2.25
H 6.45 6.63 1.51
H 1.94 5.51 2.27
O 0.89 7.79 -2.46
H 5.98 -4.02 0.56
H -3.04 12.27 -3.44

Record 4
44
Properties=species:S:1:pos:R:3 method="wB97M-V/def2-TZVPD" energy_ha=-4101.783122 homo_lumo_gap_ev=8.7 e_above_lowest_ev=0.7466 largest_force_ev_per_a=0.7
C -1.59 0.49 4.99
H -1.47 -2.39 6.76
H -2.16 -0.02 6.99
C -0.37 4.13 -2.70
O 2.11 -1.75 3.34
H -1.87 1.53 5.09
H -1.53 -0.98 1.25
O 1.95 -1.24 1.17
C 1.06 1.76 -2.17
N 1.41 -1.99 -4.24
C -0.68 -1.29 3.65
C -0.26 1.95 -1.78
C -2.09 -4.88 1.51
C -1.05 0.04 3.79
C 0.78 -2.42 -3.37
C -1.10 -5.83 1.29
C 0.94 3.98 -3.11
Se -0.20 -3.07 -1.93
C -1.36 -1.71 5.92
O 1.63 0.62 -1.85
H -0.92 0.74 2.98
C -0.83 -2.16 4.73
C -0.99 3.09 -2.02
C -0.07 -1.80 2.36
F -2.26 3.20 -1.61
H -2.52 -2.87 2.09
H 1.63 -3.95 1.96
F 1.54 4.98 -3.76
H -0.53 -3.20 4.63
C 1.66 2.82 -2.84
H 1.00 -6.23 1.29
F -1.04 5.25 -2.97
Y 0.87 -0.95 -0.63
C 0.23 -5.49 1.46
F -0.83 0.90 -1.09
C -1.74 -3.60 1.89
H -3.13 -5.15 1.39
C -0.40 -3.24 2.04
C -1.74 -0.38 6.06
F 2.93 2.74 -3.25
O -0.57 -0.98 1.24
C 1.47 -1.57 2.35
H -1.37 -6.83 0.99
C 0.58 -4.20 1.83